# 1
Entry from the OMol25 dataset: a cluster of 2 separate species, C4H4F4N2O2S in total (wB97M-V/def2-TZVPD).

Kohn-Sham gap (spin up / spin down) (eV): 6.59 / 8.52
ΔE to the lowest compared entry with this formula, charge and spin (eV): 1.783
Total charge: 0

Structure (XYZ):
```
17
Properties=species:S:1:pos:R:3:nbo_charge:R:1
S 0.0156 -0.0694 -2.8898 2.03
F -0.7469 -1.6765 2.9597 -0.31
F 0.4788 -1.6149 -3.4264 -0.49
F -1.1754 0.3546 3.0161 -0.33
F 0.9404 -0.2216 2.7965 -0.33
O -1.3689 -0.1888 -2.4543 -0.86
O 0.3014 0.8448 -3.9760 -0.83
N 0.6381 -1.2839 0.4094 -0.04
N 1.3966 -0.5846 -0.3610 -0.22
C -0.0714 1.0400 0.3383 -0.54
C 1.0471 0.6707 -0.4842 0.10
C -0.4463 -0.4111 0.8624 -0.21
C -0.3417 -0.5209 2.4155 0.98
H -1.4722 -0.7778 0.6446 0.26
H 1.7477 1.4336 -0.8727 0.24
H 0.0834 1.6028 1.1615 0.26
H -1.0265 1.4029 -0.1395 0.29
```

# 2
Entry from the OMol25 dataset: a structure of composition C4H4F5IO3S (wB97M-V/def2-TZVPD).

Kohn-Sham gap (spin up / spin down) (eV): 7.04 / 8.98
Total charge: 0

Structure (XYZ):
```
18
Properties=species:S:1:pos:R:3:nbo_charge:R:1
I 2.6723 -0.2505 -1.2702 0.25
S 1.2675 1.1976 1.1610 2.26
F -0.0139 -3.1958 0.1215 -0.30
F -2.0822 -2.7948 -0.4000 -0.31
F -1.5122 -3.1306 1.5605 -0.30
F -0.0260 2.2426 1.1999 -0.50
F -1.8409 -0.3581 0.8896 -0.33
O 1.0452 0.3598 2.3334 -0.87
O 0.0069 -0.6556 -0.3306 -0.57
O 2.4197 2.0240 0.9262 -0.86
C -1.0991 -2.5922 0.4697 0.93
C -0.2364 2.2819 -2.1840 -0.40
C 0.8527 0.4577 -0.4397 -0.16
C -0.7263 -1.1118 0.7249 0.37
H -0.4125 1.3775 -2.6370 0.16
H -0.1141 -1.0540 1.6906 0.21
H -1.0231 2.4809 -1.4851 0.20
H 0.8223 2.7213 -2.3306 0.21
```

# 3
Entry from the OMol25 dataset: a cluster of 2 separate species, C4H4F5N3 in total (wB97M-V/def2-TZVPD).

Kohn-Sham gap (eV): 9.24
ΔE to the lowest compared entry with this formula, charge and spin (eV): 2.120
Total charge: 0

Structure (XYZ):
```
16
Properties=species:S:1:pos:R:3:nbo_charge:R:1
F -1.6666 2.0283 1.0246 -0.30
F -0.0362 2.3732 -1.3993 -0.32
F -0.7475 0.4585 -2.0440 -0.34
F -1.8908 -0.0402 0.5087 -0.32
F -2.7398 1.4971 -0.7037 -0.32
N 0.7942 -0.7920 1.7438 -0.11
N 1.0626 0.3115 1.2268 -0.15
N 1.0038 -1.1156 -0.3934 -0.63
C -1.6333 1.1783 -0.0018 0.89
C 1.2602 0.1996 -0.2034 0.09
C 0.6317 -1.8056 0.8589 -0.12
C -0.4106 1.1777 -0.9287 0.54
H -0.4145 -2.1305 0.7624 0.23
H 1.4783 -1.6670 -1.0618 0.40
H 2.0574 0.8565 -0.6520 0.24
H 1.2513 -2.5300 1.2629 0.22
```

# 4
Entry from the OMol25 dataset: an isolated molecule of C4H4FN (wB97M-V/def2-TZVPD).

Kohn-Sham gap (eV): 10.61
ΔE to the lowest compared entry with this formula, charge and spin (eV): 0.838
SMILES string: N#C/C=C\CF
Total charge: 0

Structure (XYZ):
```
10
Properties=species:S:1:pos:R:3:nbo_charge:R:1
F -0.5388 -1.6591 -0.2528 -0.34
N 2.7024 -1.0871 0.0691 -0.29
C -0.4237 0.7128 -0.0585 -0.13
C 0.9268 0.7364 -0.1664 -0.34
C -1.2451 -0.5751 0.1063 0.02
C 1.8552 -0.3245 -0.0954 0.25
H -1.0304 1.6688 -0.0530 0.22
H 1.3890 1.7202 -0.2325 0.25
H -1.5002 -0.6829 1.2041 0.18
H -2.1353 -0.5093 -0.5208 0.18
```

# 5
Entry from the OMol25 dataset: a structure of composition C4H4FN (wB97M-V/def2-TZVPD).

Kohn-Sham gap (eV): 8.72
ΔE to the lowest compared entry with this formula, charge and spin (eV): 4.110
Total charge: 0

Structure (XYZ):
```
10
Properties=species:S:1:pos:R:3:nbo_charge:R:1
F 1.6314 -1.2982 -1.5636 -0.27
N -0.2883 -2.1442 0.1169 -0.39
C -0.0073 1.4893 0.0011 -0.66
C 0.7094 -1.0845 -0.6606 0.53
C -0.7766 -1.1257 0.7040 0.08
C -0.0459 -0.1028 -0.1212 -0.18
H -0.3548 1.5711 0.9948 0.22
H 1.0935 1.6692 -0.0721 0.23
H -0.4806 1.9644 -0.9130 0.24
H -1.4808 -0.9385 1.5136 0.20
```

# 6
Entry from the OMol25 dataset: an isolated molecule of C4H4FNS (wB97M-V/def2-TZVPD).

Kohn-Sham gap (eV): 9.61
ΔE to the lowest compared entry with this formula, charge and spin (eV): 1.097
SMILES string: F[C@@H]1[C@H]2C=NS[C@@H]12
Total charge: 0

Structure (XYZ):
```
11
Properties=species:S:1:pos:R:3:nbo_charge:R:1
S -1.3993 -0.9153 -0.0435 0.44
F 2.5995 -0.2407 -0.1831 -0.33
N -1.7052 0.7513 -0.2915 -0.51
C 0.2653 -0.6580 0.5279 -0.44
C 0.5828 0.8429 0.4709 -0.34
C -0.6648 1.4463 0.0209 0.08
C 1.2794 -0.1016 -0.4266 0.21
H 1.2003 1.3563 1.1643 0.25
H 0.6000 -1.2916 1.3044 0.25
H 1.0951 -0.2087 -1.4683 0.18
H -0.7419 2.5195 -0.1747 0.20
```

Max |F|? In order: 0.1088, 0.0620, 0.0955, 0.0465, 0.0886, 0.0435 hartree/bohr.